ORCA calculation (wB97M-V/def2-TZVPD) on a structure of composition C37H34As2FIrN2O4S2.

Cartesian coordinates (Å):
Ir1 -0.144 -0.215 0.334
O1 0.754 1.165 1.649
N1 0.099 2.324 1.776
C1 0.548 3.157 2.735
C2 -0.038 4.384 2.921
C3 -1.106 4.763 2.113
C4 -1.555 3.892 1.145
C5 -0.940 2.652 0.975
S1 -1.469 1.533 -0.240
H1 1.379 2.773 3.306
H2 0.343 5.034 3.696
H3 -1.580 5.726 2.244
H4 -2.386 4.141 0.500
C6 -0.474 -3.788 0.567
C7 -1.862 -3.221 0.304
As1 -1.660 -1.704 -0.887
C8 -1.344 -2.511 -2.589
C9 -2.338 -3.361 -3.077
C10 -2.170 -3.960 -4.315
C11 -1.029 -3.701 -5.066
C12 -0.043 -2.859 -4.578
C13 -0.200 -2.268 -3.331
C14 -3.376 -0.867 -1.041
C15 -3.787 -0.396 -2.285
C16 -5.007 0.256 -2.397
C17 -5.806 0.432 -1.276
C18 -5.388 -0.033 -0.036
C19 -4.167 -0.678 0.091
As2 0.738 -2.380 1.162
C20 0.861 -2.510 3.068
C21 0.786 -1.370 3.858
C22 0.926 -1.485 5.235
C23 1.137 -2.727 5.814
C24 1.212 -3.865 5.021
C25 1.077 -3.758 3.646
C26 2.470 -2.871 0.483
C27 3.602 -2.691 1.275
C28 4.853 -2.996 0.758
C29 4.974 -3.479 -0.538
C30 3.846 -3.652 -1.329
C31 2.592 -3.342 -0.823
H5 -0.040 -4.208 -0.342
H6 -0.481 -4.567 1.327
H7 -2.343 -2.874 1.215
H8 -2.502 -3.950 -0.194
H9 -3.248 -3.538 -2.514
H10 -2.942 -4.610 -4.705
H11 -0.917 -4.138 -6.049
H12 0.813 -2.614 -5.192
H13 0.552 -1.588 -2.966
H14 -3.168 -0.538 -3.162
H15 -5.332 0.621 -3.362
H16 -6.761 0.932 -1.369
H17 -6.014 0.106 0.836
H18 -3.828 -1.015 1.062
H19 0.603 -0.405 3.408
H20 0.865 -0.602 5.858
H21 1.243 -2.812 6.887
H22 1.379 -4.833 5.473
H23 1.154 -4.649 3.033
H24 3.510 -2.329 2.292
H25 5.735 -2.863 1.371
H26 5.951 -3.722 -0.935
H27 3.940 -4.023 -2.341
H28 1.724 -3.460 -1.462
N2 1.668 0.120 -0.709
C32 1.820 0.243 -2.164
C33 0.902 0.928 -2.937
C34 1.010 0.868 -4.319
C35 2.030 0.139 -4.915
C36 3.004 -0.457 -4.123
C37 2.896 -0.416 -2.744
S2 2.059 -0.119 -6.702
O2 3.158 0.707 -7.142
O3 0.737 0.308 -7.116
O4 2.293 -1.554 -6.788
H29 1.965 0.980 -0.246
H30 2.337 -0.596 -0.422
H31 0.078 1.456 -2.479
H32 0.281 1.343 -4.963
H33 3.814 -0.991 -4.603
H34 3.631 -0.913 -2.119
F1 -1.484 -0.696 1.726

Its charge is +1. The spin multiplicity is 2. The total energy is -7312.67367 Eh. Its HOMO energy (alpha / beta) is -9.6 / -9.6 eV. The energy relative to the best compared isomer or geometry (same formula, charge and spin) comes out at 31.23 kcal/mol.

These are the Mulliken partial charges, in e, on atoms 1 to 6: number 1, Ir, carries 3.182; number 2, O, carries -0.751; number 3, N, carries 0.291; number 4, C, carries -0.089; number 5, C, carries -0.837; number 6, C, carries -0.262